{"formula": "C67H151N8O", "method": "wB97M-V/def2-TZVPD", "elements": ["O", "N", "N", "N", "N", "N", "N", "N", "N", "C", "C", "C", "C", "C", "C", "C", "C", "C", "C", "C", "C", "C", "C", "C", "C", "C", "C", "C", "C", "C", "C", "C", "C", "C", "C", "C", "C", "C", "C", "C", "C", "C", "C", "C", "C", "C", "C", "C", "C", "C", "C", "C", "C", "C", "C", "C", "C", "C", "C", "C", "C", "C", "C", "C", "C", "C", "C", "C", "C", "C", "C", "C", "C", "C", "C", "C", "H", "H", "H", "H", "H", "H", "H", "H", "H", "H", "H", "H", "H", "H", "H", "H", "H", "H", "H", "H", "H", "H", "H", "H", "H", "H", "H", "H", "H", "H", "H", "H", "H", "H", "H", "H", "H", "H", "H", "H", "H", "H", "H", "H", "H", "H", "H", "H", "H", "H", "H", "H", "H", "H", "H", "H", "H", "H", "H", "H", "H", "H", "H", "H", "H", "H", "H", "H", "H", "H", "H", "H", "H", "H", "H", "H", "H", "H", "H", "H", "H", "H", "H", "H", "H", "H", "H", "H", "H", "H", "H", "H", "H", "H", "H", "H", "H", "H", "H", "H", "H", "H", "H", "H", "H", "H", "H", "H", "H", "H", "H", "H", "H", "H", "H", "H", "H", "H", "H", "H", "H", "H", "H", "H", "H", "H", "H", "H", "H", "H", "H", "H", "H", "H", "H", "H", "H", "H", "H", "H", "H", "H", "H", "H", "H", "H", "H", "H", "H", "H", "H"], "xyz": [[-38.911, -13.934, -26.126], [-26.250, -17.888, -24.775], [-45.180, -17.170, -28.815], [-40.137, -20.360, -21.214], [-31.573, -19.828, -32.536], [-42.385, -12.401, -38.837], [-43.859, -6.464, -26.957], [-32.206, -8.645, -31.401], [-35.974, -11.133, -17.588], [-41.437, -11.801, -36.582], [-43.714, -17.566, -28.906], [-28.836, -17.551, -24.806], [-25.090, -18.166, -23.995], [-33.472, -8.238, -30.673], [-43.508, -7.305, -28.169], [-27.549, -17.657, -23.908], [-31.162, -7.544, -31.527], [-37.751, -9.465, -16.846], [-38.979, -19.634, -20.505], [-29.939, -21.881, -32.705], [-34.892, -12.138, -17.069], [-42.542, -9.199, -41.246], [-25.947, -16.572, -25.611], [-42.000, -11.185, -39.677], [-45.387, -6.175, -26.883], [-46.979, -17.776, -30.487], [-31.394, -9.722, -30.596], [-33.103, -18.105, -31.614], [-41.285, -19.382, -21.295], [-33.593, -14.307, -17.335], [-31.618, -18.372, -31.963], [-33.351, -7.552, -29.229], [-26.458, -19.091, -25.693], [-29.845, -8.219, -31.724], [-43.096, -10.369, -40.395], [-30.313, -20.566, -32.081], [-42.956, -11.465, -36.637], [-28.863, -22.613, -31.889], [-47.233, -15.837, -25.994], [-24.494, -16.376, -25.554], [-36.324, -9.986, -16.648], [-37.346, -11.760, -17.784], [-44.252, -8.480, -25.326], [-45.427, -16.878, -27.394], [-37.689, -13.574, -26.753], [-43.140, -5.100, -27.185], [-43.561, -12.252, -37.889], [-37.776, -12.983, -28.176], [-41.570, -22.765, -18.362], [-36.749, -12.521, -25.984], [-32.661, -9.041, -32.888], [-38.021, -20.196, -22.589], [-40.845, -21.548, -18.980], [-31.505, -19.694, -34.053], [-46.096, -18.387, -29.446], [-42.367, -5.217, -28.533], [-46.157, -16.496, -30.912], [-40.477, -21.670, -20.497], [-38.469, -10.795, -17.294], [-43.623, -9.161, -24.044], [-42.699, -13.495, -39.902], [-46.895, -16.771, -27.123], [-43.454, -7.183, -25.645], [-42.281, -6.728, -28.874], [-35.532, -10.524, -18.907], [-39.467, -20.597, -22.653], [-41.268, -12.751, -37.890], [-38.088, -19.081, -21.519], [-32.913, -20.414, -32.074], [-29.873, -9.469, -30.857], [-34.641, -6.902, -28.678], [-33.926, -19.262, -32.235], [-45.413, -15.979, -29.753], [-34.472, -13.261, -18.029], [-23.923, -17.512, -24.836], [-30.110, -17.278, -23.855], [-35.334, -13.834, -18.371], [-44.490, -11.778, -38.205], [-42.644, -9.546, -24.330], [-31.697, -9.110, -33.391], [-42.253, -23.171, -19.109], [-36.904, -13.159, -28.807], [-37.753, -8.690, -17.612], [-41.074, -12.304, -35.686], [-31.054, -18.514, -31.041], [-38.399, -18.110, -21.905], [-34.012, -11.531, -16.854], [-33.676, -7.461, -31.410], [-35.496, -9.294, -16.805], [-45.971, -7.088, -27.001], [-34.532, -10.250, -18.571], [-40.949, -18.531, -21.888], [-43.308, -8.327, -27.847], [-27.307, -16.767, -23.328], [-47.893, -17.496, -29.962], [-23.457, -18.110, -25.620], [-31.015, -17.602, -32.446], [-37.352, -20.999, -22.279], [-41.989, -19.943, -21.910], [-46.980, -16.246, -25.015], [-43.590, -13.272, -40.489], [-47.381, -16.320, -27.989], [-32.786, -20.668, -31.022], [-38.103, -11.944, -28.147], [-41.106, -11.276, -40.294], [-24.005, -16.155, -26.503], [-40.310, -12.685, -38.406], [-35.589, -11.308, -19.662], [-29.083, -7.555, -31.316], [-32.972, -13.838, -16.571], [-42.963, -10.376, -36.597], [-26.718, -19.913, -25.025], [-29.137, -22.641, -30.835], [-33.312, -17.755, -30.603], [-42.391, -7.377, -25.789], [-41.650, -20.813, -18.973], [-45.321, -8.272, -25.285], [-38.228, -9.058, -15.955], [-45.674, -5.489, -27.680], [-45.425, -19.042, -30.001], [-36.160, -9.663, -19.138], [-43.615, -8.426, -23.239], [-33.262, -8.321, -33.442], [-26.479, -15.763, -25.111], [-33.135, -10.021, -32.828], [-24.507, -15.504, -24.901], [-36.140, -12.903, -25.166], [-43.514, -11.767, -35.751], [-45.100, -17.796, -26.905], [-37.373, -12.033, -18.839], [-31.662, -10.599, -31.185], [-46.492, -19.114, -28.736], [-41.858, -13.482, -40.596], [-42.819, -14.513, -39.531], [-45.633, -5.640, -25.966], [-30.878, -22.434, -32.743], [-27.155, -18.859, -26.498], [-29.755, -21.750, -33.771], [-25.239, -17.608, -23.071], [-44.214, -9.170, -26.169], [-42.380, -6.872, -29.949], [-35.220, -12.476, -16.086], [-35.435, -7.566, -28.335], [-33.097, -21.427, -32.433], [-45.996, -15.262, -29.174], [-38.492, -20.351, -19.845], [-42.211, -22.578, -17.501], [-37.270, -11.660, -25.564], [-43.832, -13.275, -37.629], [-34.875, -19.376, -31.711], [-47.299, -17.780, -27.038], [-41.397, -4.773, -28.307], [-37.177, -18.883, -20.954], [-26.268, -16.846, -26.616], [-40.031, -20.003, -23.371], [-43.519, -18.228, -28.063], [-43.701, -11.074, -40.966], [-24.995, -19.247, -23.891], [-32.849, -8.117, -28.443], [-41.355, -7.191, -28.534], [-29.448, -10.372, -31.296], [-44.232, -10.049, -23.874], [-38.572, -13.567, -28.636], [-36.974, -14.384, -26.893], [-29.523, -19.852, -32.313], [-37.570, -19.827, -23.510], [-43.187, -16.618, -28.798], [-43.387, -8.919, -41.875], [-29.722, -16.641, -23.060], [-45.452, -16.777, -31.694], [-30.507, -19.646, -34.490], [-46.782, -14.870, -26.216], [-27.916, -22.077, -31.950], [-30.298, -18.223, -23.347], [-29.099, -18.400, -25.437], [-25.515, -19.315, -26.191], [-48.319, -15.754, -25.994], [-39.019, -11.201, -16.445], [-23.078, -17.358, -24.165], [-42.485, -5.003, -26.319], [-39.010, -10.515, -18.198], [-29.645, -8.529, -32.750], [-44.431, -7.099, -28.711], [-40.789, -10.993, -36.922], [-32.935, -14.816, -18.038], [-37.482, -12.686, -17.226], [-39.613, -22.329, -20.412], [-44.449, -15.540, -30.011], [-39.559, -21.635, -22.973], [-32.678, -6.742, -29.510], [-40.095, -21.128, -18.310], [-31.041, -16.805, -24.168], [-33.463, -17.318, -32.276], [-28.652, -16.719, -25.486], [-43.570, -17.973, -29.907], [-29.219, -9.403, -29.987], [-27.637, -18.478, -23.196], [-34.138, -19.048, -33.283], [-41.630, -10.479, -38.934], [-46.685, -15.637, -31.327], [-43.869, -4.295, -27.097], [-30.984, -7.064, -30.565], [-39.363, -18.982, -19.721], [-43.682, -6.468, -24.855], [-33.950, -12.885, -18.909], [-40.854, -23.528, -18.054], [-34.112, -15.132, -16.847], [-43.721, -9.877, -39.650], [-36.112, -11.930, -26.643], [-28.734, -23.640, -32.232], [-41.340, -13.831, -37.761], [-30.457, -20.730, -31.013], [-47.218, -18.481, -31.283], [-44.707, -16.119, -27.089], [-42.217, -8.388, -40.594], [-31.887, -20.594, -34.535], [-31.318, -6.940, -32.421], [-32.138, -18.828, -34.247], [-34.305, -8.887, -30.946], [-42.801, -4.685, -29.380], [-31.782, -9.695, -29.578], [-41.326, -22.121, -21.011], [-36.198, -10.464, -15.676], [-41.652, -9.441, -41.828], [-35.152, -6.207, -29.344], [-34.658, -6.369, -27.727], [-41.580, -19.182, -20.265]], "atomic_forces_ev_per_a": [[2.5, 0.9, -1.4], [-3.2, 0.4, -1.8], [0.4, -1.7, -1.8], [2.4, 0.2, -0.2], [0.4, 0.5, -1.5], [-1.0, -0.7, -2.2], [-1.1, 0.5, 0.8], [0.3, -0.1, 0.1], [-1.9, -0.5, -0.6], [-0.1, -1.9, -3.0], [-1.0, 0.7, -0.2], [-0.9, 1.2, 1.0], [2.2, 0.8, -0.2], [-0.3, 2.0, -0.5], [-0.4, 0.4, 0.1], [0.1, -0.9, -1.4], [0.3, -0.2, -0.3], [0.7, -1.4, -0.7], [-1.5, -1.1, 2.1], [-1.6, -0.4, -0.6], [-0.1, 1.0, -0.1], [0.0, -0.8, 0.5], [-1.8, -2.2, -0.4], [-0.1, 2.7, 1.5], [0.7, 0.1, -0.4], [-0.4, 1.9, 1.0], [-0.2, -0.2, -2.0], [-0.4, 1.3, -2.5], [0.5, -1.7, -0.8], [0.6, 0.0, 0.4], [0.1, -1.6, 2.4], [0.0, 0.5, -1.2], [0.4, 0.8, 0.0], [1.1, -1.0, -0.1], [0.3, -0.7, 0.3], [0.1, 0.9, 0.6], [0.5, -0.6, 0.0], [-0.2, 0.4, -0.3], [-0.8, -0.5, 0.3], [0.2, 2.8, 1.1], [1.7, -0.2, 1.3], [-0.5, -0.8, 0.2], [0.9, 0.2, -0.3], [0.1, -1.6, 0.2], [-0.5, 0.9, 1.6], [0.0, -0.9, 0.2], [0.8, 1.4, 1.5], [-1.5, -0.8, 0.0], [0.7, -0.6, -0.7], [-0.7, 0.5, 0.2], [1.9, -0.7, 1.6], [0.7, 1.2, 1.0], [-2.1, 1.4, -0.2], [-1.0, -0.5, 0.0], [2.0, -0.3, -0.3], [0.2, 0.0, 0.8], [-0.6, -0.8, -1.7], [0.0, -0.3, 1.7], [1.4, 1.3, -1.1], [-1.1, 0.4, -2.0], [0.7, 0.2, 0.0], [-0.3, 0.8, -0.5], [-0.9, 0.1, -0.7], [-0.5, 0.8, 0.6], [0.3, -0.7, 1.6], [-1.1, -0.8, -0.2], [0.2, -0.6, 0.5], [1.3, 0.5, -0.2], [0.1, -0.4, 0.5], [-0.6, -0.8, 0.8], [-1.4, -0.3, 0.1], [1.1, -0.7, 1.0], [0.1, -0.4, 1.8], [-0.8, -0.6, 0.1], [1.1, -2.4, 1.1], [2.2, -0.3, 0.6], [-0.3, 0.4, -0.3], [0.5, 0.1, -0.9], [0.2, 0.3, 0.3], [-0.2, -0.3, -0.2], [0.1, -0.3, -0.1], [0.4, 0.4, 0.2], [-0.2, -0.1, -0.1], [0.0, 0.2, -0.2], [-0.2, 0.1, 0.3], [-0.3, -0.1, -0.3], [0.0, 0.2, -0.1], [-0.8, 1.0, 0.7], [-0.3, 0.4, 0.4], [0.3, 0.0, 0.2], [0.2, 0.4, -1.3], [0.0, 0.2, 0.5], [-0.7, 0.0, -0.2], [-0.4, 0.2, -0.2], [-0.3, 0.2, -0.5], [-0.4, -1.1, 0.3], [-0.5, -0.5, -1.0], [-0.3, -0.2, 0.3], [-0.7, 0.4, 0.4], [0.4, 0.3, 0.0], [0.0, 0.5, 0.4], [-0.1, -0.1, -0.3], [0.2, 0.6, 0.4], [0.1, 0.2, -0.2], [-0.3, -1.3, -0.2], [-0.2, 0.0, 0.2], [-0.1, 0.6, 0.0], [0.3, 0.4, -0.1], [0.2, 0.0, -0.7], [0.2, -0.1, 0.0], [-0.8, 0.0, -0.8], [-0.3, -0.1, -0.4], [-0.1, -0.1, 0.0], [0.2, -0.7, 0.0], [0.0, 0.0, 0.4], [0.0, 0.5, 0.2], [0.1, 0.2, 0.8], [0.5, -0.1, 0.1], [0.3, -0.2, -0.2], [0.8, 0.4, 0.2], [0.1, -0.2, 0.0], [0.1, -0.5, 0.2], [-0.1, 0.3, 0.8], [-0.3, -0.2, -0.5], [0.0, 0.2, 0.0], [1.3, 0.4, -0.3], [0.0, -0.4, 0.0], [0.2, -0.2, 0.0], [0.2, 0.1, 0.3], [-0.5, 0.1, 0.1], [-0.2, -0.5, 0.9], [-0.4, 0.9, 0.6], [0.0, -0.1, 0.1], [0.1, 0.3, 0.7], [0.3, -0.4, 0.2], [0.0, -0.7, 0.3], [-0.3, -0.2, 0.5], [0.8, 0.0, 0.1], [0.5, -0.4, 0.3], [0.4, -0.2, 0.0], [0.1, -0.1, 0.1], [-0.4, -0.3, -0.2], [0.1, -1.0, -0.8], [0.0, 0.4, -1.1], [0.1, 0.0, -0.1], [0.3, -0.5, -0.6], [0.4, 0.6, 0.0], [-0.9, -0.2, 0.4], [0.2, 0.1, 0.3], [0.2, -0.4, 0.0], [-0.2, 0.1, 0.3], [0.1, -0.1, -0.5], [0.5, 0.0, -0.5], [-0.6, 0.6, 0.1], [0.0, 0.2, 0.2], [0.3, -0.2, -0.5], [-0.2, 0.4, -0.3], [0.2, 0.3, 0.6], [-0.1, -0.4, -0.3], [-0.1, 0.0, 0.1], [-0.2, 0.2, -0.7], [0.0, 0.2, 0.6], [-0.3, 0.1, -0.3], [0.1, -1.1, 0.1], [0.1, 0.2, 0.5], [-0.6, 0.0, -0.2], [0.4, -0.3, 0.1], [0.4, 0.5, -0.1], [-0.2, 0.2, 0.1], [0.0, -0.2, -0.1], [0.2, 0.7, 0.7], [-0.1, 0.1, 0.5], [0.1, -0.1, -0.1], [-0.4, 0.0, -0.1], [0.6, -0.3, 0.3], [0.1, 0.1, 0.3], [0.0, 0.4, 0.2], [-0.3, -0.1, -0.6], [-0.1, 0.6, 0.0], [0.3, 0.1, -0.2], [-0.9, -0.4, 0.6], [0.2, 0.5, -0.1], [0.4, -1.1, -0.9], [-0.3, 0.5, 1.0], [0.1, 0.3, -0.1], [0.7, 0.0, 0.1], [0.2, 0.1, -1.3], [-0.1, 0.0, 0.1], [-0.4, -0.1, 0.5], [0.1, 0.2, 0.6], [0.4, -0.3, -0.3], [0.4, -0.3, -0.8], [0.4, 0.8, 0.4], [-0.3, 0.2, 0.0], [0.4, -0.2, 0.3], [-0.6, 0.5, 0.5], [0.2, -0.2, -0.1], [0.0, -0.1, 0.1], [0.1, 0.1, 0.3], [-0.6, -0.4, -0.2], [0.0, -0.2, -0.3], [-1.1, 0.5, -0.2], [-0.4, 0.5, -0.5], [0.5, 0.1, 0.0], [-0.1, 0.2, 0.1], [-0.1, -0.2, -0.2], [-0.5, 0.3, 0.1], [-0.3, -0.4, 0.1], [0.6, -0.6, -0.6], [0.1, 0.2, -0.1], [-0.4, 0.0, 0.7], [0.2, 0.3, 0.1], [0.1, 0.3, 0.0], [-0.5, 0.5, 0.0], [-0.4, 0.2, 0.0], [-0.5, 0.0, 0.3], [-0.7, 0.6, 0.6], [0.3, -0.2, -0.7], [0.4, -0.9, 0.8], [-0.3, 0.2, 0.4], [0.2, -0.2, -0.2], [0.3, -0.1, -0.2], [-0.1, 0.4, 0.3], [-0.3, -0.3, -0.3], [0.4, -0.1, -0.4], [1.6, 0.4, 0.0], [-0.3, 0.2, -0.5]], "mulliken_charge": [-0.9409, 0.2089, 0.2524, 0.2752, 0.1247, 0.1904, 0.3137, 0.2266, 0.2204, -0.6569, -1.0714, -0.2469, -0.4868, -0.7521, -0.3760, -0.9243, -0.4604, -0.7290, -0.7999, -0.2986, -0.9306, -1.3240, -0.4923, -0.8268, -1.3041, -0.5205, -0.4648, -0.3561, -1.0354, -1.3460, -0.6504, -0.2246, -1.1460, -0.6992, -0.2685, -0.9696, -0.5059, -1.2588, -1.4846, -0.5656, -0.6279, -0.7378, -0.4457, -0.8382, 0.4028, -0.5329, -0.6808, -1.1930, -1.3562, -1.1970, -0.9480, -0.5351, -0.2656, -1.0016, -0.6730, -0.5198, -0.6609, -0.6623, -0.4743, -1.2089, -0.9817, -0.1455, -0.9628, -0.6533, -1.0010, -0.5432, -0.7002, -0.6827, -0.6222, -0.4985, -1.4746, -0.8358, -0.4378, -0.1430, -0.7203, -1.2539, 0.2682, 0.3697, 0.3455, 0.4084, 0.3439, 0.3220, 0.3440, 0.3663, 0.3422, 0.3460, 0.5325, 0.4438, 0.4154, 0.4392, 0.4035, 0.3946, 0.2245, 0.5086, 0.2891, 0.2984, 0.3850, 0.3424, 0.3784, 0.3656, 0.3726, 0.2125, 0.4130, 0.2470, 0.5132, 0.3649, 0.4000, 0.3697, 0.3782, 0.3621, 0.2642, 0.3595, 0.3378, 0.4145, 0.4014, 0.2088, 0.4112, 0.3754, 0.5189, 0.3805, 0.3865, 0.3505, 0.3286, 0.3934, 0.3688, 0.2857, 0.3058, 0.4261, 0.3905, 0.3885, 0.2740, 0.3704, 0.4085, 0.4156, 0.3710, 0.3427, 0.3360, 0.4031, 0.4221, 0.3593, 0.3651, 0.3867, 0.3640, 0.4514, 0.3369, 0.4852, 0.3798, 0.3415, 0.4703, 0.4170, 0.3945, 0.3142, 0.3672, 0.2550, 0.3501, 0.3498, 0.3393, 0.3247, 0.3564, 0.3123, 0.3140, 0.3664, 0.3479, 0.1038, 0.4720, 0.3629, 0.4873, 0.3668, 0.3363, 0.3403, 0.3377, 0.3496, 0.3471, 0.3352, 0.3094, 0.4967, 0.4002, 0.3910, 0.4183, 0.3310, 0.2605, 0.2869, 0.3658, 0.3599, 0.3621, 0.3625, 0.3483, 0.2860, 0.3184, 0.2814, 0.3601, 0.3603, 0.2595, 0.3819, 0.3984, 0.3459, 0.4410, 0.3288, 0.3094, 0.3677, 0.3472, 0.3748, 0.3914, 0.5204, 0.3691, 0.3484, 0.3539, 0.2442, 0.2652, 0.3756, 0.4074, 0.4047, 0.4168, 0.4419, 0.3617, 0.3924, 0.2534, 0.4437, 0.4821, 0.3448, 0.2922, 0.4736, 0.4373, 0.3595, 0.3360, 0.4052, 0.4049], "e_above_lowest_kcal_mol": 112.9, "orbital_gap_ev": 4.552, "multiplicity": 1, "charge": 7, "total_energy_ha": -3153.8738}